No. 1
Formula: C10H12O2
Source: OMol25
Level of theory: ωB97M-V/def2-TZVPD

Output
- frontier orbital gap (eV) = 9.7
- relative energy (zero: lowest compared OMol25 entry of this formula, charge and spin) (kcal per mole) = 95.3
- DFT total energy (hartree) = -538.56784
- max |F| (eV Å⁻¹) = 4.13
- LUMO (hartree) = 0.0300
- HOMO level (eV) = -8.87

The geometry in XYZ format:
```
24
C10H12O2 (ωB97M-V/def2-TZVPD)
C 0.260 -0.631 0.320
C 3.487 0.107 0.157
C 1.418 -1.149 0.030
C -2.005 -0.736 1.121
C -1.553 -0.747 -1.259
C -1.008 -1.412 0.100
C -1.704 0.708 0.728
C -1.393 0.664 -0.771
C -0.275 0.791 0.324
C 0.482 2.074 0.561
O 2.650 -0.684 -0.410
O 4.584 0.158 -0.603
H 1.454 -2.257 0.063
H -3.062 -1.094 0.839
H -1.794 -0.954 2.190
H -0.743 -1.102 -1.961
H -2.566 -0.807 -1.537
H -0.904 -2.450 0.012
H -2.243 1.554 1.077
H -1.529 1.477 -1.438
H -0.162 2.741 0.034
H 1.418 2.038 0.113
H 0.631 2.275 1.608
H 4.557 -0.566 -1.298
```

No. 2
Formula: C4H9NO
Source: OMol25
Level of theory: ωB97M-V/def2-TZVPD

Output
- frontier orbital gap (eV) = 10.3
- relative energy (zero: lowest compared OMol25 entry of this formula, charge and spin) (kcal per mole) = 46.4
- DFT total energy (hartree) = -287.75845
- SMILES = CC/N=C/OC
- max |F| (eV Å⁻¹) = 0.59
- LUMO (hartree) = 0.0401
- HOMO level (eV) = -9.25

The geometry in XYZ format:
```
15
C4H9NO (ωB97M-V/def2-TZVPD)
C -2.078 0.245 1.434
C -0.997 0.617 0.432
N 0.009 -0.372 0.073
C 1.174 0.098 0.228
O 2.218 -0.200 -0.545
C 1.873 -0.902 -1.738
H -2.395 -0.796 1.318
H -1.745 0.393 2.466
H -2.948 0.890 1.264
H -0.479 1.543 0.727
H -1.463 0.854 -0.531
H 1.452 0.858 0.967
H 2.570 -0.572 -2.510
H 0.839 -0.682 -2.027
H 1.970 -1.973 -1.558
```

No. 3
Formula: C7H10N
Source: OMol25
Level of theory: ωB97M-V/def2-TZVPD

Output
- frontier orbital gap (eV) = 9.1
- relative energy (zero: lowest compared OMol25 entry of this formula, charge and spin) (kcal per mole) = 135.8
- DFT total energy (hartree) = -326.98463
- max |F| (eV Å⁻¹) = 4.10
- LUMO (hartree) = -0.1530
- net charge = +1
- HOMO level (eV) = -13.25

The geometry in XYZ format:
```
18
C7H10N (ωB97M-V/def2-TZVPD)
C -2.162 -0.499 0.295
C -1.195 -1.273 0.646
C -3.239 0.443 -0.042
C -2.025 0.676 -0.540
C 0.260 1.908 0.369
C 1.019 -1.600 -0.536
C -0.087 0.734 -0.462
N 0.163 -0.596 0.179
H -4.272 0.611 -0.032
H 0.116 1.651 1.395
H 1.318 2.217 0.313
H -0.337 2.789 0.169
H 1.956 -1.096 -0.860
H 1.413 -2.482 0.113
H 0.744 -2.224 -1.434
H 0.115 0.890 -1.467
H -1.049 -1.936 1.423
H 0.746 -0.301 1.055
```

No. 4
Formula: C18H15B2F8MnN3O6
Source: OMol25
Level of theory: ωB97M-V/def2-TZVPD

Output
- frontier orbital gap (spin up / spin down) (eV) = 3.7 / 6.9
- relative energy (zero: lowest compared OMol25 entry of this formula, charge and spin) (kcal per mole) = 0.0
- DFT total energy (hartree) = -3310.46676
- spin multiplicity = 7
- max |F| (eV Å⁻¹) = 5.15
- LUMO (spin up / spin down) (hartree) = 0.0266 / 0.0266
- net charge = -1
- HOMO level (spin up / spin down) (eV) = -2.95 / -6.22
- <S²> = 12.022

The geometry in XYZ format:
```
53
C18H15B2F8MnN3O6 (ωB97M-V/def2-TZVPD)
Mn -14.621 -18.483 12.311
B -12.902 -18.848 13.842
F -13.733 -17.732 14.141
F -12.633 -18.666 12.495
F -11.762 -18.926 14.554
F -13.586 -20.018 13.891
B -14.842 -16.696 10.707
F -13.597 -17.131 10.442
F -15.286 -15.759 9.821
F -15.617 -17.887 10.416
F -14.877 -16.416 12.015
C -11.970 -24.525 13.151
C -12.569 -23.370 13.625
C -13.868 -23.045 13.335
C -14.497 -23.818 12.338
C -13.910 -24.986 11.772
C -12.618 -25.313 12.211
N -15.979 -23.423 11.981
O -16.572 -22.728 12.782
O -16.484 -24.032 11.030
H -10.951 -24.802 13.378
H -12.030 -22.736 14.313
H -14.473 -22.215 13.670
H -14.408 -25.483 10.953
H -12.038 -26.170 11.901
C -8.806 -18.685 15.964
C -8.598 -18.192 17.217
C -7.594 -17.333 17.508
C -6.600 -17.100 16.521
C -6.732 -17.686 15.265
C -7.869 -18.424 14.995
N -5.491 -16.315 16.835
O -4.826 -15.859 15.917
O -5.177 -16.083 18.028
H -9.618 -19.392 15.886
H -9.462 -18.346 17.847
H -7.626 -16.929 18.509
H -6.240 -17.365 14.358
H -8.107 -18.836 14.025
C -11.932 -22.843 7.412
C -11.717 -21.579 7.868
C -12.527 -21.038 8.840
C -13.754 -21.670 9.234
C -14.027 -22.967 8.642
C -13.058 -23.587 7.789
N -14.637 -21.016 10.161
O -14.233 -19.997 10.804
O -15.816 -21.290 10.160
H -11.216 -23.243 6.709
H -10.821 -21.085 7.522
H -12.009 -20.120 9.079
H -14.960 -23.471 8.843
H -12.988 -24.640 7.561
```